1 | Density functional theory data (the ωB97M-V functional and the def2-TZVPD basis) for a cluster of 9 separate species, C9H36O9 in total.

Each line ends with the Mulliken charge.
Cartesian coordinates (Å):
C (-1.5543, 8.4382, 2.1962)  -0.540
O (-1.2846, 7.5028, 1.1681)  -0.493
H (-1.4147, 9.4668, 1.8637)  0.232
H (-2.6329, 8.3345, 2.3150)  0.233
H (-1.1393, 8.3677, 3.2016)  0.268
H (-0.6792, 6.8311, 1.4906)  0.299
C (3.5736, 5.5496, 0.0423)  -0.555
O (2.6074, 4.6408, 0.5764)  -0.480
H (3.9434, 6.3569, 0.6744)  0.241
H (4.4584, 4.9935, -0.2677)  0.257
H (3.1474, 5.8667, -0.9095)  0.242
H (2.4305, 3.9804, -0.0975)  0.293
C (-2.0699, -2.1360, -6.7610)  -0.519
O (-1.0821, -3.1873, -6.7585)  -0.491
H (-1.7611, -1.4221, -7.5246)  0.226
H (-3.1231, -2.4135, -6.8033)  0.286
H (-1.9137, -1.5401, -5.8618)  0.200
H (-1.6039, -3.9754, -6.9262)  0.301
C (-0.2464, 3.4518, 5.9644)  -0.476
O (-1.5954, 3.6347, 6.4060)  -0.494
H (0.2282, 2.7612, 6.6614)  0.245
H (-0.2463, 3.0692, 4.9437)  0.216
H (0.2968, 4.3925, 6.0541)  0.210
H (-1.8986, 2.7405, 6.5797)  0.299
C (2.0895, -5.0985, -2.8335)  -0.531
O (2.1387, -3.6874, -3.2606)  -0.496
H (2.4291, -5.7237, -3.6593)  0.261
H (2.6659, -5.3258, -1.9367)  0.223
H (1.0438, -5.3194, -2.6194)  0.243
H (1.4443, -3.6413, -3.9220)  0.297
C (-2.6648, -2.1041, 4.1208)  -0.523
O (-2.3003, -3.0379, 3.1682)  -0.489
H (-2.4900, -1.0486, 3.9122)  0.207
H (-3.7399, -2.1531, 4.2938)  0.238
H (-2.2203, -2.3152, 5.0934)  0.253
H (-1.8120, -3.7469, 3.5931)  0.313
C (-0.3753, 0.4578, -0.4671)  -0.500
O (0.7975, 0.8325, -1.1626)  -0.490
H (-0.7955, 1.2307, 0.1765)  0.234
H (-1.1980, 0.0923, -1.0815)  0.219
H (-0.0676, -0.3875, 0.1485)  0.246
H (1.1149, 0.0465, -1.6132)  0.293
C (-5.5128, -3.3183, -0.8013)  -0.420
O (-6.4181, -2.3834, -1.3836)  -0.516
H (-5.5593, -3.2741, 0.2869)  0.217
H (-5.7730, -4.3206, -1.1416)  0.211
H (-4.4907, -3.0529, -1.0715)  0.208
H (-6.5184, -1.5962, -0.8434)  0.301
C (7.2647, -4.7232, -0.8196)  -0.486
O (6.4512, -3.4904, -0.5064)  -0.500
H (6.6132, -5.5959, -0.8664)  0.221
H (7.6714, -4.6931, -1.8304)  0.250
H (8.0945, -4.8648, -0.1272)  0.233
H (5.6772, -3.4614, -1.0735)  0.283

The HOMO-LUMO gap is 10.264 eV. Its molar mass is 288.378 g/mol. Its SMILES is CO.CO.CO.CO.CO.CO.CO.CO.CO. The highest occupied orbital energy comes out at -10.03 eV.

---

2 | Density functional theory data (the ωB97M-V functional and the def2-TZVPD basis) for a cluster of 9 separate species, C9H36O9 in total.

Each line ends with the Mulliken charge.
Cartesian coordinates (Å):
C (-2.7799, -1.8242, 1.8177)  -0.632
O (-1.4716, -2.2364, 1.4610)  -0.540
H (-2.9308, -2.0576, 2.8708)  0.283
H (-2.9229, -0.7503, 1.6700)  0.200
H (-3.5446, -2.3531, 1.2353)  0.255
H (-1.1812, -1.6621, 0.7436)  0.318
C (-2.6771, 0.7050, -3.7321)  -0.642
O (-2.6739, 0.4071, -2.3488)  -0.394
H (-3.2022, 1.6491, -3.8740)  0.275
H (-1.6641, 0.8228, -4.1332)  0.274
H (-3.1918, -0.0703, -4.3103)  0.246
H (-1.8859, -0.1117, -2.1430)  0.223
C (-2.4327, -3.0289, -2.6317)  -0.214
O (-2.2532, -4.3084, -3.2294)  -0.539
H (-2.0749, -2.2128, -3.2785)  0.171
H (-3.4998, -2.8877, -2.5053)  0.309
H (-1.9146, -2.9500, -1.6735)  0.012
H (-1.3253, -4.5510, -3.1731)  0.272
C (2.9047, 2.1754, 2.8403)  -0.729
O (2.6736, 1.5551, 1.5884)  -0.336
H (3.9196, 1.9873, 3.2095)  0.324
H (2.8155, 3.2489, 2.6902)  0.240
H (2.1901, 1.8411, 3.5967)  0.262
H (2.8676, 0.6157, 1.6691)  0.190
C (2.3416, -2.2756, -1.6008)  -0.516
O (0.9638, -2.6737, -1.5791)  -0.457
H (2.5315, -1.6970, -0.6980)  0.113
H (3.0077, -3.1393, -1.6066)  0.332
H (2.5675, -1.6433, -2.4642)  0.277
H (0.8387, -3.3620, -2.2370)  0.226
C (-1.0475, 2.0902, 2.2231)  0.037
O (-1.7719, 2.2630, 3.4320)  -0.568
H (-1.4015, 1.2157, 1.6662)  -0.107
H (-1.1390, 2.9677, 1.5732)  0.285
H (-0.0013, 1.9493, 2.4791)  0.045
H (-2.6989, 2.3908, 3.2205)  0.323
C (0.3031, 0.5798, -0.5697)  -0.670
O (-0.5896, -0.5346, -0.6759)  -0.084
H (1.0972, 0.3660, 0.1416)  0.174
H (0.7318, 0.8357, -1.5454)  0.406
H (-0.2604, 1.4471, -0.2435)  0.076
H (-0.0554, -1.2939, -0.9551)  0.289
C (1.7038, -1.6834, 2.2107)  -0.272
O (3.0600, -1.2334, 2.0675)  -0.613
H (1.0610, -0.8066, 2.2317)  -0.010
H (1.3971, -2.3049, 1.3654)  0.164
H (1.5662, -2.2373, 3.1388)  0.432
H (3.6252, -2.0075, 2.1296)  0.303
C (1.4849, 4.1795, -0.1339)  -0.097
O (1.4467, 5.5456, -0.5335)  -0.566
H (0.5250, 3.6843, -0.2944)  0.085
H (2.2733, 3.6305, -0.6579)  0.290
H (1.7198, 4.1502, 0.9253)  -0.033
H (0.9750, 5.5941, -1.3696)  0.309

The HOMO-LUMO gap is 10.008 eV. Its molar mass is 288.378 g/mol. Its SMILES is CO.CO.CO.CO.CO.CO.CO.CO.CO. The highest occupied orbital energy comes out at -9.96 eV.

---

Stability ranking, top and bottom: 2 is the most stable and 1 is the least stable.

---

1 | Density functional theory data (the ωB97M-V functional and the def2-TZVPD basis) for the molecule C3H7Cl2NS.

Each line ends with the Mulliken charge.
Cartesian coordinates (Å):
C (0.4773, -0.8858, -0.5174)  0.423
C (-0.6933, -0.6901, -1.3396)  -1.182
C (1.1681, 0.1437, 0.3848)  -0.042
H (1.2216, -2.2605, 0.9296)  0.306
H (-0.2712, -2.1366, 0.5395)  0.314
H (1.1144, -0.9899, -1.4984)  0.133
H (-0.6556, -1.3985, -2.0848)  0.440
H (-0.4400, 0.2166, -1.9021)  0.397
H (-2.3252, 0.6382, -0.0847)  0.109
H (2.1337, -0.2536, 0.9337)  0.294
N (0.5412, -2.2408, 0.0024)  -0.702
S (-2.4193, -0.2923, -1.0023)  -0.175
Cl (0.2455, 0.4979, 1.9769)  -0.189
Cl (1.4268, 1.5692, -0.3287)  -0.127

The HOMO-LUMO gap is 9.698 eV. Its molar mass is 160.069 g/mol. Its SMILES is N[C@@H](CS)C(Cl)Cl. The highest occupied orbital energy comes out at -9.13 eV.

---

2 | Density functional theory data (the ωB97M-V functional and the def2-TZVPD basis) for the molecule C3H7Cl2NS.

Each line ends with the Mulliken charge.
Cartesian coordinates (Å):
C (0.2436, 0.4394, -0.1763)  -0.020
C (-0.2902, -0.3635, -1.3532)  -0.743
C (-0.5177, 0.6735, 1.0899)  -0.023
H (1.9577, 0.8081, 0.5048)  0.268
H (1.7401, -0.7050, 0.7788)  0.264
H (0.2428, 1.5470, -0.5691)  0.292
H (0.3860, -0.1720, -2.2447)  0.314
H (-1.2882, -0.0097, -1.6000)  0.353
H (-1.1498, -2.3487, -0.1457)  0.115
H (0.0916, 1.4277, 1.6703)  0.301
N (1.5690, 0.0363, 0.1075)  -0.604
S (-0.2339, -2.1801, -1.1249)  -0.199
Cl (-0.6555, -0.6889, 2.1648)  -0.136
Cl (-2.0954, 1.5360, 0.8979)  -0.182

The HOMO-LUMO gap is 9.787 eV. Its molar mass is 160.069 g/mol. Its SMILES is N[C@@H](CS)C(Cl)Cl. The highest occupied orbital energy comes out at -9.15 eV.

---

Stability ranking, top and bottom: 2 is the most stable and 1 is the least stable.

---

1 | Density functional theory data (the ωB97M-V functional and the def2-TZVPD basis) for the molecule C5H5Cl.

Each line ends with the Mulliken charge.
Cartesian coordinates (Å):
C (0.9441, 0.5459, 0.1374)  0.140
C (-0.4863, 0.7000, 0.8903)  -0.369
C (-1.3218, -0.2606, 0.4387)  -0.481
C (-0.6509, -0.9431, -0.6666)  -0.227
C (0.5563, -0.4026, -0.9393)  -0.484
H (1.6518, 0.0721, 0.8634)  0.271
H (-0.4762, 1.2982, 1.7686)  0.389
H (-2.1531, -0.6424, 1.0119)  0.363
H (-1.1734, -1.7395, -1.3773)  0.272
H (1.2955, -0.6560, -1.7210)  0.334
Cl (1.8140, 2.0280, -0.4061)  -0.207

The HOMO-LUMO gap is 9.382 eV. Its molar mass is 100.548 g/mol. Its SMILES is ClC1C=CC=C1. The highest occupied orbital energy comes out at -8.97 eV.

---

2 | Density functional theory data (the ωB97M-V functional and the def2-TZVPD basis) for the molecule C5H5Cl.

Each line ends with the Mulliken charge.
Cartesian coordinates (Å):
C (0.4215, -0.6690, -0.4394)  0.286
C (-0.4448, -1.6636, -0.5328)  0.088
C (-1.5565, -2.4532, -0.5818)  -0.894
C (1.3421, 0.1730, -0.0502)  0.291
C (1.0638, 1.6682, 0.0297)  -1.107
Cl (2.9961, -0.1676, 0.1919)  -0.173
H (-2.5557, -1.9255, -0.7042)  0.220
H (-1.4333, -3.4448, -0.4776)  0.296
H (1.7656, 2.2407, -0.6031)  0.304
H (1.1351, 1.9544, 1.0348)  0.348
H (0.0513, 1.9087, -0.1549)  0.340

The HOMO-LUMO gap is 9.022 eV. Its molar mass is 100.548 g/mol. Its SMILES is C=C=C=C(C)Cl. The highest occupied orbital energy comes out at -8.79 eV.

---

Stability ranking, top and bottom: 1 is the most stable and 2 is the least stable.

---

1 | Density functional theory data (the ωB97M-V functional and the def2-TZVPD basis) for the ion C2H2BrO3S with charge -1.

Each line ends with the Mulliken charge.
Cartesian coordinates (Å):
C (-0.2375, -0.7064, 0.2788)  -0.376
C (-1.3910, 0.4807, -0.0161)  -0.411
O (2.1578, -0.4491, 1.0537)  -0.648
O (1.1033, 1.4783, 0.0762)  -0.701
O (1.7153, -0.4425, -1.3982)  -0.636
S (1.3761, 0.0194, -0.0545)  1.110
Br (-3.1769, -0.0555, -0.0108)  -0.206
H (-0.3718, -1.7900, 0.1850)  0.365
H (-1.1754, 1.4650, -0.1141)  0.503

The HOMO-LUMO gap (alpha / beta) is 7.847 / 7.838 eV. Its molar mass is 186.006 g/mol. Its total charge is -1. Its SMILES is O=S(=O)([O-])/C=C/Br. The highest occupied orbital energy (alpha / beta) comes out at -4.85 / -4.84 eV.

---

2 | Density functional theory data (the ωB97M-V functional and the def2-TZVPD basis) for a structure of composition C2H2BrO3S.

Each line ends with the Mulliken charge.
Cartesian coordinates (Å):
C (0.6855, 0.5174, -0.5083)  -0.065
C (-0.7786, 1.6821, 0.5626)  -0.325
O (0.2976, -2.3497, -0.8434)  -0.649
O (-0.1305, -1.2933, 1.2813)  -0.513
O (1.7526, -0.2782, -0.0841)  -0.439
S (0.2014, -1.0680, -0.1144)  0.911
Br (-2.2051, 0.5121, -0.3479)  -0.279
H (0.7957, 1.0086, -1.5795)  0.215
H (-0.6186, 1.2690, 1.6336)  0.144

The HOMO-LUMO gap is 7.452 eV. Its molar mass is 186.006 g/mol. Its total charge is -1. The highest occupied orbital energy comes out at -3.83 eV.

---

Stability ranking, top and bottom: 1 is the most stable and 2 is the least stable.

---

1 | Density functional theory data (the ωB97M-V functional and the def2-TZVPD basis) for a cluster of 2 separate species, C8H13NS in total.

Each line ends with the Mulliken charge.
Cartesian coordinates (Å):
C (-0.1466, 1.8666, 0.1999)  0.920
C (1.2895, 0.1681, -0.8829)  0.472
C (-0.9112, 2.7880, 0.6818)  -1.316
C (-2.5614, -0.1246, 1.4784)  -0.709
C (-1.5557, -1.7115, -0.4261)  -0.620
C (1.9424, -0.7347, -0.1265)  -0.078
C (1.5070, 0.5143, -2.3586)  -1.268
C (1.8840, -0.8393, 1.3306)  -1.410
N (0.7385, 1.1951, -0.2828)  -0.340
S (-1.7349, -0.1535, 0.0776)  0.354
H (-1.0263, 2.6840, 1.7648)  0.329
H (-1.4747, 3.5393, 0.1236)  0.258
H (-3.1249, -0.9485, 1.9418)  0.276
H (-2.6400, 0.8853, 1.8596)  0.257
H (-1.9649, -2.4797, 0.3032)  0.217
H (-0.8800, -1.8160, -1.3079)  0.259
H (2.4992, -1.5634, -0.5643)  0.378
H (0.8735, 1.3831, -2.4494)  0.332
H (1.1997, -0.2894, -2.9592)  0.337
H (2.6314, 0.6768, -2.5306)  0.269
H (2.8397, -1.0601, 1.8035)  0.376
H (1.0645, -1.4713, 1.7040)  0.261
H (1.7304, 0.0490, 1.7768)  0.445

The HOMO-LUMO gap is 7.757 eV. Its molar mass is 155.266 g/mol. The highest occupied orbital energy comes out at -7.36 eV.

---

2 | Density functional theory data (the ωB97M-V functional and the def2-TZVPD basis) for the molecule C8H13NS.

Each line ends with the Mulliken charge.
Cartesian coordinates (Å):
C (-1.4840, 0.5183, 0.4537)  -0.660
C (0.5864, -0.6235, -0.2181)  0.012
C (0.4377, -1.8652, -0.6426)  -1.078
C (-3.6788, 0.3773, -0.5510)  -0.657
C (-2.2470, 0.6544, -0.8872)  -0.464
C (1.1218, 1.1223, 0.7536)  -1.063
C (1.9355, 0.0392, 0.0674)  0.632
C (2.8041, -0.7220, 1.0988)  -1.370
N (-0.1350, 0.3656, 0.4444)  0.233
S (-3.6240, -0.6269, 0.9474)  -0.287
H (-1.7948, 1.1526, 1.2463)  0.605
H (-0.5618, -2.1896, -0.8576)  0.324
H (1.2890, -2.4246, -0.7961)  0.317
H (-4.2732, 1.3871, -0.4688)  0.233
H (-4.3347, -0.0815, -1.2137)  0.419
H (-1.9591, -0.0161, -1.5649)  0.331
H (-1.9507, 1.6170, -1.3366)  0.319
H (1.2037, 1.3709, 1.7323)  0.421
H (0.9723, 2.0340, 0.3095)  0.347
H (2.6075, 0.4075, -0.8819)  0.271
H (3.5109, 0.0778, 1.5119)  0.354
H (3.3714, -1.5377, 0.5125)  0.295
H (2.2861, -1.2891, 1.7538)  0.465

The HOMO-LUMO gap is 7.399 eV. Its molar mass is 155.266 g/mol. The highest occupied orbital energy comes out at -7.68 eV.

---

Stability ranking, top and bottom: 2 is the most stable and 1 is the least stable.

---

1 | Density functional theory data (the ωB97M-V functional and the def2-TZVPD basis) for a cluster of 2 separate species, C2H6N2S2 in total.

Each line ends with the Mulliken charge.
Cartesian coordinates (Å):
C (2.5303, -0.0872, 0.1199)  0.145
C (-1.4582, -0.4823, 0.0827)  -0.938
N (0.3222, 1.2199, 0.2039)  -0.690
N (-0.5733, 0.5830, -0.3997)  0.203
S (2.3719, -1.6590, -0.0250)  -0.239
S (3.6485, 1.2017, -0.0706)  -0.165
H (-0.8925, -1.1545, 0.5741)  0.332
H (-2.2007, -0.1311, 0.7160)  0.360
H (-1.9014, -0.8830, -0.7330)  0.366
H (0.2565, 0.8191, 1.1307)  0.245
H (-0.9360, 1.0845, -1.2038)  0.242
H (4.7697, 0.6892, -0.7284)  0.138

The HOMO-LUMO gap (alpha / beta) is 7.535 / 6.552 eV. Its molar mass is 122.218 g/mol. The highest occupied orbital energy (alpha / beta) comes out at -7.30 / -6.83 eV.

---

2 | Density functional theory data (the ωB97M-V functional and the def2-TZVPD basis) for the molecule C2H6N2S2.

Each line ends with the Mulliken charge.
Cartesian coordinates (Å):
C (-0.3816, -0.4198, -0.1385)  0.232
C (0.9762, -1.1101, -0.2906)  -0.596
H (-2.3936, 1.1965, -0.5154)  0.300
H (-1.9206, 1.2646, 0.9817)  0.293
H (0.4135, 1.4810, -0.4089)  0.241
H (1.1603, -1.4999, -1.3056)  0.296
H (1.0129, -1.9407, 0.3839)  0.364
H (2.4514, -0.0711, 1.3933)  0.139
N (-1.6046, 1.6269, 0.0455)  -0.758
N (-0.4192, 0.9265, -0.2711)  0.078
S (-1.6890, -1.3849, 0.0799)  -0.305
S (2.3943, -0.0690, 0.0458)  -0.285

The HOMO-LUMO gap is 9.213 eV. Its molar mass is 122.218 g/mol. Its SMILES is NNC(=S)CS. The highest occupied orbital energy comes out at -8.67 eV.

---

3 | Density functional theory data (the ωB97M-V functional and the def2-TZVPD basis) for a cluster of 2 separate species, C2H6N2S2 in total.

Each line ends with the Mulliken charge.
Cartesian coordinates (Å):
C (0.8649, 0.0578, 1.0828)  -0.383
C (-1.8905, 1.1336, -0.5400)  -0.285
H (2.8768, -1.2083, -1.4062)  0.142
H (-0.0794, -0.2339, 1.5290)  0.377
H (1.3538, 0.9592, 1.4691)  0.341
H (-0.2611, -1.8369, 0.0638)  0.231
H (-1.5958, 2.1817, -0.5689)  0.239
H (-2.9400, 0.8977, -0.7386)  0.189
N (1.3198, -0.6764, 0.1524)  -0.312
N (-0.9871, 0.2825, -0.2758)  -0.216
S (2.8163, -0.1963, -0.5329)  -0.169
S (-1.4776, -1.3608, -0.2346)  -0.152

The HOMO-LUMO gap is 9.290 eV. Its molar mass is 122.218 g/mol. Its SMILES is C=NS.C=NS. The highest occupied orbital energy comes out at -8.55 eV.

---

Stability ranking, top and bottom: 2 is the most stable and 1 is the least stable.